Entry 1:
Below is a molecular structure, CH2F3NP2 at a distorted geometry, with properties calculated with ωB97M-V/def2-TZVPD.

Element x y z (Å)
C (0.84, -0.79, -1.71)
N (-0.40, 0.71, 1.30)
F (-0.18, -1.76, 1.92)
F (-0.34, 2.39, -0.48)
F (-1.88, 0.64, -0.64)
P (-0.07, -0.24, 2.52)
P (-0.31, 0.79, -0.33)
H (0.63, -1.62, -0.96)
H (1.71, -0.12, -1.63)

The LUMO energy (alpha / beta) is -2.0 / -2.0 eV. As for the total energy: -29288.2685 eV. Its relative energy (zero: lowest compared OMol25 entry of this formula, charge and spin) is 69.3 kcal per mole. The calculation puts the largest force on an atom at 4.10 eV Å⁻¹. For the HOMO energy (alpha / beta), the calculation gives -8.466 / -8.467 eV. The orbital gap (alpha / beta) comes out at 6.5 / 6.5 eV.

natural (NBO) atomic charge list, values in e, 8 entries: atom 1 (C): -0.635, atom 2 (N): -1.387, atom 3 (F): -0.584, atom 4 (F): -0.560, atom 5 (F): -0.565, atom 6 (P): 1.526, atom 7 (P): 1.912, atom 8 (H): 0.153

=====

Entry 2:
Below is 2 unconnected molecules or ions with the total composition CH2F3P at a distorted geometry, with properties calculated with ωB97M-V/def2-TZVPD.

Element x y z (Å)
C (0.53, -0.51, -1.30)
F (0.29, 0.20, 2.43)
F (-1.61, 1.56, 1.87)
F (1.17, -1.19, -2.22)
P (-1.00, -0.02, 1.58)
H (-0.59, -0.38, -1.33)
H (1.20, 0.33, -1.03)

The LUMO energy (alpha / beta) is -0.3 / -1.1 eV. As for the total energy: -18508.5185 eV. Its relative energy (zero: lowest compared OMol25 entry of this formula, charge and spin) is 76.0 kcal per mole. The calculation puts the largest force on an atom at 3.08 eV Å⁻¹. For the HOMO energy (alpha / beta), the calculation gives -8.712 / -8.937 eV. The orbital gap (alpha / beta) comes out at 8.5 / 7.9 eV.

natural (NBO) atomic charges, in units of e: atom 1 (C): 0.044, atom 2 (F): -0.577, atom 3 (F): -0.602, atom 4 (F): -0.328, atom 5 (P): 1.186, atom 6 (H): 0.143, atom 7 (H): 0.134

=====

Entry 3:
Below is a molecular structure, CH2FIS at a distorted geometry, with properties calculated with ωB97M-V/def2-TZVPD.

Element x y z (Å)
C (0.35, 0.35, 0.14)
F (0.66, 1.24, 1.02)
S (-0.53, 0.90, -1.20)
I (1.92, -0.99, -0.13)
H (-1.17, -1.21, 1.39)
H (-1.24, -0.29, -1.22)

The LUMO energy (alpha / beta) is -0.8 / -0.7 eV. As for the total energy: -22717.8768 eV. Its relative energy (zero: lowest compared OMol25 entry of this formula, charge and spin) is 102.0 kcal per mole. The calculation puts the largest force on an atom at 2.09 eV Å⁻¹. For the HOMO energy (alpha / beta), the calculation gives -8.197 / -9.657 eV. The orbital gap (alpha / beta) comes out at 7.4 / 9.0 eV.

natural (NBO) atomic charges, in units of e: atom 1 (C): -0.026, atom 2 (F): -0.334, atom 3 (S): 0.062, atom 4 (I): 0.142, atom 5 (H): -0.008, atom 6 (H): 0.164

=====

Entry 4:
Below is a molecular structure, CH2FN5 at a distorted geometry, with properties calculated with ωB97M-V/def2-TZVPD.

Element x y z (Å)
C (-3.35, 1.47, -2.90)
N (-4.31, 1.88, -3.40)
N (-2.17, 1.05, -2.58)
N (-1.77, 0.49, -1.56)
N (-0.12, -0.24, 0.40)
N (-0.84, -0.19, -1.30)
F (0.59, -0.22, -2.16)
H (0.54, 0.52, 0.31)
H (0.38, -1.12, 0.30)

The LUMO energy is -2.6 eV. As for the total energy: -11229.3941 eV. Its relative energy (zero: lowest compared OMol25 entry of this formula, charge and spin) is 58.3 kcal per mole. The calculation puts the largest force on an atom at 6.36 eV Å⁻¹. For the HOMO energy, the calculation gives -10.361 eV. The orbital gap comes out at 7.8 eV.

natural (NBO) atomic charge list, values in e, 8 entries: atom 1 (C): 0.367, atom 2 (N): -0.307, atom 3 (N): -0.296, atom 4 (N): 0.140, atom 5 (N): -0.484, atom 6 (N): 0.258, atom 7 (F): -0.415, atom 8 (H): 0.366